{
  "formula": "C21H33BF13N2O9PS",
  "method": "ωB97M-V/def2-TZVPD",
  "multiplicity": 1,
  "de_lowest_kcal_mol": 101.54,
  "e_lumo_ev": 0.19,
  "e_tot_ev": -99844.3021,
  "smiles": "N=[PH2][C@@]1(CCC(F)(F)C(F)(F)C(F)(F)C(F)(F)C(F)(F)C(F)(F)F)OS(=O)(=O)O[C@]1(CN)CB(O)O.CC(C)=O.CC(C)=O.CC(C)=O",
  "symbols": ["N", "P", "C", "C", "C", "C", "F", "F", "C", "F", "F", "C", "F", "F", "C", "F", "F", "C", "F", "F", "C", "F", "F", "F", "O", "S", "O", "O", "O", "C", "C", "N", "C", "B", "O", "O", "H", "H", "H", "H", "H", "H", "H", "H", "H", "H", "H", "H", "H", "H", "H", "C", "C", "C", "O", "H", "H", "H", "H", "H", "H", "C", "C", "C", "O", "H", "H", "H", "H", "H", "H", "C", "C", "C", "O", "H", "H", "H", "H", "H", "H"],
  "positions_angstrom": [[-2.25, -1.10, 0.07], [-1.00, -0.12, 0.21], [-0.10, 0.21, -1.48], [-1.00, 1.24, -2.26], [-1.61, 0.93, -3.67], [-3.15, 0.45, -3.70], [-3.26, -0.79, -3.05], [-3.36, 0.15, -5.09], [-4.21, 1.56, -3.30], [-3.55, 2.79, -2.99], [-4.95, 1.88, -4.48], [-5.19, 1.28, -2.09], [-4.66, 0.57, -1.02], [-5.46, 2.57, -1.51], [-6.64, 0.72, -2.42], [-7.31, 0.63, -1.16], [-7.43, 1.65, -3.14], [-6.75, -0.69, -3.14], [-5.90, -0.88, -4.23], [-8.07, -0.74, -3.68], [-6.63, -1.98, -2.22], [-5.42, -2.14, -1.56], [-7.74, -2.16, -1.35], [-6.72, -3.09, -3.11], [0.98, 1.09, -0.96], [2.39, 0.91, -1.84], [3.52, 0.56, -0.93], [2.47, 2.23, -2.55], [1.86, -0.41, -2.72], [0.67, -1.04, -2.06], [1.41, -1.83, -0.86], [0.60, -2.92, -0.27], [0.12, -1.93, -3.25], [1.00, -3.31, -3.53], [2.36, -3.13, -3.96], [0.40, -4.59, -3.29], [-3.05, -0.55, 0.41], [-1.34, 1.21, 0.68], [-0.01, -0.59, 1.16], [-1.87, 1.55, -1.57], [-0.40, 2.22, -2.37], [-1.07, 0.20, -4.35], [-1.62, 1.91, -4.27], [1.70, -1.13, 0.01], [2.41, -2.29, -1.20], [-0.41, -2.81, -0.38], [0.88, -3.18, 0.68], [-0.99, -2.16, -3.17], [0.32, -1.33, -4.22], [2.50, -3.51, -4.85], [-0.53, -4.52, -3.57], [5.78, 0.21, 1.03], [5.96, -0.52, 2.33], [6.40, 0.28, 3.52], [5.76, -1.72, 2.41], [5.46, -0.49, 0.25], [5.02, 0.98, 1.14], [6.73, 0.66, 0.72], [5.66, 1.05, 3.74], [7.38, 0.73, 3.33], [6.49, -0.38, 4.39], [1.85, 2.33, 2.81], [0.55, 3.10, 2.78], [0.62, 4.59, 2.98], [-0.51, 2.53, 2.59], [1.65, 1.27, 2.65], [2.51, 2.69, 2.02], [2.32, 2.45, 3.79], [1.23, 5.04, 2.20], [1.04, 4.81, 3.97], [-0.39, 5.01, 2.93], [1.61, -1.52, 5.92], [2.77, -0.61, 5.64], [3.66, -0.24, 6.80], [2.99, -0.17, 4.53], [1.06, -1.69, 4.99], [1.97, -2.48, 6.30], [0.94, -1.06, 6.64], [4.11, -1.15, 7.22], [3.08, 0.27, 7.57], [4.45, 0.42, 6.46]],
  "lowdin_charge": [-0.289, 0.832, -0.408, -0.110, -0.051, -0.292, 0.057, 0.027, -0.195, 0.071, 0.088, -0.214, 0.104, 0.079, -0.203, 0.097, 0.103, -0.212, 0.119, 0.094, -0.339, 0.129, 0.113, 0.091, -0.295, 0.805, -0.277, -0.277, -0.200, -0.334, -0.210, 0.009, 0.006, -0.499, 0.099, 0.115, -0.052, 0.035, 0.030, 0.107, 0.147, 0.118, 0.146, 0.102, 0.149, 0.047, 0.083, 0.124, 0.128, 0.112, 0.102, -0.030, -0.501, -0.032, 0.059, 0.072, 0.072, 0.089, 0.076, 0.083, 0.079, -0.022, -0.492, -0.023, 0.028, 0.069, 0.089, 0.083, 0.087, 0.086, 0.083, -0.020, -0.492, -0.020, 0.050, 0.082, 0.088, 0.087, 0.089, 0.086, 0.077]
}

***

{
  "formula": "C21H33BaN3O7P2",
  "method": "ωB97M-V/def2-TZVPD",
  "multiplicity": 1,
  "de_lowest_kcal_mol": 110.25,
  "e_lumo_ev": [-1.89, -1.89],
  "e_tot_ev": -60369.5471,
  "symbols": ["P", "P", "C", "C", "H", "H", "H", "H", "C", "H", "H", "H", "C", "H", "H", "H", "C", "H", "H", "H", "C", "H", "H", "H", "Ba", "C", "C", "C", "C", "C", "C", "C", "C", "C", "H", "H", "H", "H", "H", "H", "H", "H", "H", "H", "H", "H", "H", "H", "H", "O", "N", "O", "C", "C", "C", "C", "O", "C", "C", "N", "O", "O", "N", "O", "O", "H", "H"],
  "positions_angstrom": [[-4.54, -2.91, -0.11], [-2.03, -4.60, 1.61], [-4.76, -4.48, 0.90], [-3.79, -4.52, 2.08], [-4.65, -5.34, 0.20], [-5.82, -4.47, 1.24], [-3.96, -3.67, 2.77], [-4.03, -5.45, 2.62], [-1.84, -6.42, 1.34], [-0.77, -6.68, 1.36], [-2.24, -6.74, 0.36], [-2.35, -7.01, 2.12], [-1.09, -4.24, 3.09], [-1.18, -5.08, 3.80], [-1.50, -3.33, 3.58], [-0.03, -4.09, 2.83], [-5.55, -3.06, -1.62], [-5.43, -2.15, -2.24], [-6.61, -3.15, -1.33], [-5.26, -3.95, -2.19], [-5.86, -2.01, 0.88], [-5.77, -2.20, 1.95], [-6.84, -2.39, 0.57], [-5.87, -0.92, 0.72], [0.42, -0.38, 2.41], [-1.70, -4.01, -0.14], [-2.86, -4.07, -1.08], [-2.57, -3.56, -2.48], [-2.32, -2.03, -2.60], [-3.23, -1.14, -1.90], [-3.57, -1.42, -0.48], [-2.31, -1.62, 0.51], [-1.18, -2.56, 0.13], [-0.55, 0.86, -0.22], [-0.85, -4.65, -0.42], [-3.26, -5.10, -1.20], [-3.40, -3.85, -3.16], [-1.70, -4.07, -2.95], [-1.28, -1.76, -2.27], [-2.37, -1.79, -3.67], [-3.63, -0.20, -2.37], [-4.08, -0.53, -0.16], [-2.70, -1.95, 1.49], [-1.88, -0.63, 0.67], [-0.62, -2.19, -0.72], [-0.42, -2.60, 0.95], [0.04, 1.72, 0.15], [-1.56, 1.17, -0.55], [-0.02, 0.32, -1.01], [5.91, 4.14, -1.26], [5.17, 4.45, -0.29], [5.18, 5.61, 0.21], [4.29, 3.47, 0.27], [4.28, 2.17, -0.29], [3.48, 1.20, 0.33], [2.95, 1.50, 1.63], [2.65, 0.58, 2.47], [2.65, 2.87, 1.93], [3.44, 3.86, 1.33], [1.47, 3.12, 2.71], [1.21, 4.22, 3.19], [0.64, 2.13, 2.83], [3.00, -0.02, -0.29], [3.50, -0.45, -1.33], [1.99, -0.60, 0.25], [4.89, 1.93, -1.16], [3.36, 4.87, 1.73]],
  "lowdin_charge": [0.825, 0.966, -0.334, -0.337, 0.081, 0.091, 0.087, 0.087, -0.183, 0.060, 0.065, 0.056, -0.194, 0.076, 0.056, 0.057, -0.183, 0.054, 0.041, 0.042, -0.233, 0.028, 0.028, 0.038, 1.889, -0.381, -0.330, -0.214, -0.274, -0.215, -0.451, -0.251, -0.256, -0.241, 0.118, 0.083, 0.098, 0.100, 0.079, 0.107, 0.081, 0.089, 0.072, -0.003, 0.089, 0.023, -0.098, -0.044, -0.055, 0.050, -0.322, 0.050, -0.134, 0.128, -0.056, -0.307, -0.313, -0.075, 0.128, -0.258, 0.117, -0.235, -0.262, 0.108, -0.186, 0.139, 0.140]
}

***

{
  "formula": "C21H33Cl2F4N6O5S",
  "method": "ωB97M-V/def2-TZVPD",
  "multiplicity": 1,
  "charge": 1,
  "e_lumo_ev": -2.86,
  "e_tot_ev": -88231.0932,
  "symbols": ["C", "C", "C", "O", "N", "C", "Cl", "C", "C", "Cl", "C", "N", "C", "C", "C", "C", "C", "S", "O", "O", "O", "N", "C", "C", "O", "C", "N", "N", "C", "F", "F", "C", "F", "F", "H", "H", "H", "H", "H", "H", "H", "H", "H", "H", "H", "H", "H", "H", "H", "H", "H", "H", "H", "H", "H", "H", "H", "H", "H", "H", "H", "H", "N", "C", "C", "C", "C", "H", "H", "H", "H", "H"],
  "positions_angstrom": [[-1.79, 3.74, 0.85], [-2.11, 2.42, 1.56], [-0.87, 1.56, 1.69], [-1.18, 0.20, 2.10], [-1.13, -0.72, 1.06], [-2.38, -1.06, 0.50], [-3.32, -2.13, 1.49], [-2.92, -0.52, -0.59], [-4.29, -0.84, -1.10], [-2.03, 0.62, -1.52], [0.06, -1.33, 1.00], [1.07, -0.92, 1.77], [2.08, -1.72, 1.52], [3.42, -1.49, 2.13], [3.82, -0.03, 1.88], [3.86, 0.26, 0.38], [4.02, 1.75, 0.07], [3.52, 2.17, -1.58], [2.10, 2.36, -1.55], [4.39, 3.14, -2.16], [3.82, 0.76, -2.28], [1.79, -2.66, 0.63], [2.70, -3.72, 0.20], [3.42, -3.46, -1.16], [2.81, -2.41, -1.88], [3.42, -4.73, -2.04], [3.55, -4.37, -3.44], [0.47, -2.39, 0.23], [-0.22, -3.07, -0.87], [-1.41, -3.47, -0.44], [0.47, -4.16, -1.19], [-0.40, -2.18, -2.15], [0.02, -2.87, -3.21], [0.35, -1.07, -2.02], [-2.69, 4.21, 0.46], [-1.29, 4.43, 1.54], [-1.09, 3.57, 0.03], [-2.47, 2.67, 2.56], [-2.89, 1.90, 1.01], [-0.28, 1.53, 0.77], [-0.23, 1.93, 2.48], [-4.27, -1.77, -1.68], [-4.63, -0.05, -1.76], [-5.00, -0.97, -0.27], [4.17, -2.17, 1.72], [3.34, -1.67, 3.20], [4.77, 0.18, 2.36], [3.07, 0.62, 2.34], [4.65, -0.31, -0.11], [2.88, -0.03, -0.03], [5.05, 2.09, 0.19], [3.35, 2.34, 0.70], [4.10, 0.92, -3.20], [2.19, -4.68, 0.19], [3.43, -3.79, 1.01], [4.47, -3.21, -0.95], [2.90, -1.57, -1.42], [2.53, -5.34, -1.81], [4.30, -5.32, -1.78], [2.70, -3.93, -3.77], [3.67, -5.22, -3.99], [-1.45, -1.92, -2.29], [-5.87, 3.90, 1.86], [-6.31, 5.08, 2.40], [-6.67, 5.90, 1.36], [-6.43, 5.19, 0.15], [-5.94, 3.96, 0.50], [-5.54, 3.11, 2.40], [-6.34, 5.23, 3.46], [-7.06, 6.90, 1.46], [-6.60, 5.54, -0.85], [-5.63, 3.12, -0.11]],
  "lowdin_charge": [-0.084, -0.236, -0.177, -0.060, -0.066, -0.685, 0.785, -0.700, -0.096, 0.826, -0.196, 0.261, -0.261, -0.074, -0.166, -0.230, -0.205, 0.597, -0.278, -0.256, -0.169, 0.080, -0.033, -0.321, -0.024, -0.227, 0.022, 0.198, -0.417, 0.149, 0.173, -0.305, 0.124, 0.072, 0.070, 0.081, 0.070, 0.114, 0.084, 0.108, 0.134, 0.100, 0.077, 0.072, 0.114, 0.143, 0.131, 0.118, 0.127, 0.094, 0.120, 0.115, 0.117, 0.127, 0.127, 0.147, 0.063, 0.102, 0.126, 0.066, 0.080, 0.138, -0.003, -0.137, -0.104, -0.108, -0.160, 0.136, 0.107, 0.093, 0.092, 0.096]
}